Here is an isolated molecule of C4H3FS2 at a distorted geometry from the OMol25 dataset. Energies are from wB97M-V/def2-TZVPD.

```
10
Properties=species:S:1:pos:R:3
F -1.056 1.837 -0.991
C -0.375 0.810 -0.401
C 0.240 -0.187 -1.113
C 0.811 -1.247 -0.227
S 1.612 -2.611 -0.659
S 0.277 -0.978 1.375
C -0.473 0.618 1.111
H 0.333 -0.250 -2.165
H -1.581 0.710 1.392
H 0.212 1.297 1.678
```

The calculation puts the HOMO energy at -8.77 eV. As for the total energy: -1050.426252 Ha. As for the spin multiplicity: 1. The value obtained for the energy above the lowest of the compared OMol25 structures with the same formula, charge and spin is 17.1 kJ/mol. Its HOMO-LUMO gap is 8.24 eV.

Calculated atomic charges, method Löwdin, unit e:
1. F 0.056
2. C -0.291
3. C -0.081
4. C -1.163
5. S 0.619
6. S 0.925
7. C -0.391
8. H 0.104
9. H 0.126
10. H 0.095

***

Here is C4H3HgLiMgO2 as an isolated structure at a distorted geometry from the OMol25 dataset. Energies are from wB97M-V/def2-TZVPD.

```
12
Properties=species:S:1:pos:R:3
O -1.339 -1.641 -2.430
C -0.391 -1.044 -1.672
C -0.707 -0.262 -0.610
Mg -2.718 -2.419 -1.451
Li -1.133 1.717 -0.535
H 0.542 -1.644 -1.648
C 0.225 0.894 1.418
C 0.399 0.225 0.239
O 1.150 1.351 2.220
H -0.827 1.087 1.730
H 1.445 0.093 -0.093
Hg 3.356 1.642 2.832
```

The calculation puts the HOMO energy (spin up / spin down) at -9.79 / -9.77 eV. As for the total energy: -665.339869 Ha. As for the spin multiplicity: 2. The value obtained for the energy above the lowest of the compared OMol25 structures with the same formula, charge and spin is 104.0 kJ/mol. Its HOMO-LUMO gap (spin up / spin down) is 4.05 / 3.75 eV. Its total charge is +1.

Calculated atomic charges, method Löwdin, unit e:
1. O -0.403
2. C -0.419
3. C -0.233
4. Mg 1.176
5. Li 0.701
6. H 0.125
7. C -0.397
8. C -0.246
9. O -0.405
10. H 0.119
11. H 0.112
12. Hg 0.872

***

Here is an isolated molecule of C4H3I at a distorted geometry from the OMol25 dataset. Energies are from wB97M-V/def2-TZVPD.

```
8
Properties=species:S:1:pos:R:3
C 0.946 -0.502 -0.003
C -1.647 1.475 -0.100
C -0.018 0.810 -0.060
C 1.320 -1.638 -0.018
I -2.955 -0.075 -0.090
H -0.090 1.018 1.022
H 0.517 1.388 -0.742
H 1.925 -2.476 -0.007
```

The calculation puts the HOMO energy at -9.12 eV. As for the total energy: -451.632586 Ha. As for the spin multiplicity: 1. The value obtained for the energy above the lowest of the compared OMol25 structures with the same formula, charge and spin is 477.6 kJ/mol. Its HOMO-LUMO gap is 7.88 eV.

Calculated atomic charges, method Löwdin, unit e:
1. C -0.115
2. C -0.499
3. C -0.330
4. C 0.073
5. I 0.779
6. H 0.062
7. H 0.028
8. H 0.002

***

Here is C4H3I2N3O as an isolated structure at a distorted geometry from the OMol25 dataset. Energies are from wB97M-V/def2-TZVPD.

```
13
Properties=species:S:1:pos:R:3
C 1.236 0.552 1.706
C 1.180 -1.561 1.058
C -0.855 -0.374 -0.849
C -1.277 0.970 -1.610
N 1.796 -0.732 1.730
N 0.275 0.802 0.917
N -0.095 -0.293 0.267
O -1.203 -1.447 -1.258
I 1.960 2.021 2.980
I 0.863 -3.371 0.275
H -0.246 1.178 -2.071
H -1.617 1.696 -0.821
H -2.018 0.558 -2.324
```

The calculation puts the HOMO energy at -8.92 eV. As for the total energy: -989.012640 Ha. As for the spin multiplicity: 1. The value obtained for the energy above the lowest of the compared OMol25 structures with the same formula, charge and spin is 0.0 kJ/mol. Its HOMO-LUMO gap is 8.67 eV.

Calculated atomic charges, method Löwdin, unit e:
1. C -0.922
2. C -0.689
3. C -0.558
4. C 0.005
5. N 0.013
6. N 0.013
7. N -0.014
8. O -0.016
9. I 0.849
10. I 1.061
11. H 0.101
12. H 0.080
13. H 0.077

***

Here is C4H3IN2O as an isolated structure at a distorted geometry from the OMol25 dataset. Energies are from wB97M-V/def2-TZVPD.

```
11
Properties=species:S:1:pos:R:3
C 1.804 -0.286 -0.486
C -0.901 1.384 -0.170
C 0.461 -0.905 -0.667
C -0.865 0.018 0.424
N 2.793 0.287 -0.342
N -0.811 2.475 -0.497
O -0.416 -0.052 1.674
I -2.876 -0.960 0.023
H 0.079 -0.710 -1.673
H 0.440 -1.839 -0.113
H 0.292 0.588 1.828
```

The calculation puts the HOMO energy at -10.32 eV. As for the total energy: -636.576084 Ha. As for the spin multiplicity: 1. The value obtained for the energy above the lowest of the compared OMol25 structures with the same formula, charge and spin is 87.2 kJ/mol. Its HOMO-LUMO gap is 9.24 eV.

Calculated atomic charges, method Löwdin, unit e:
1. C -0.253
2. C -0.287
3. C -0.065
4. C -0.792
5. N 0.147
6. N 0.184
7. O -0.041
8. I 0.795
9. H 0.093
10. H 0.088
11. H 0.131

***

Here is an isolated molecule of C4H3IO at a distorted geometry from the OMol25 dataset. Energies are from wB97M-V/def2-TZVPD.

```
9
Properties=species:S:1:pos:R:3
C 0.976 -0.163 0.167
C -0.076 -1.013 -0.098
C 0.551 1.184 0.146
C -1.307 -0.659 -0.457
O -0.595 1.511 -0.068
I -3.290 -0.267 -0.192
H 2.029 -0.605 0.210
H 0.334 -1.978 0.009
H 1.378 1.991 0.284
```

The calculation puts the HOMO energy at -7.91 eV. As for the total energy: -526.988768 Ha. As for the spin multiplicity: 1. The value obtained for the energy above the lowest of the compared OMol25 structures with the same formula, charge and spin is 178.7 kJ/mol. Its HOMO-LUMO gap is 7.18 eV.

Calculated atomic charges, method Löwdin, unit e:
1. C -0.128
2. C -0.270
3. C -0.349
4. C -0.505
5. O -0.045
6. I 0.921
7. H 0.122
8. H 0.111
9. H 0.145